DFT (ωB97M-V/def2-TZVPD) results for a molecular structure, C34H40BaFN7O3Te.

Structure (XYZ):
```
87
Properties=species:S:1:pos:R:3
Ba -0.315 0.107 0.667
C 2.330 -4.189 -5.688
C 2.244 -4.822 -4.310
N 2.242 -3.821 -3.231
C 1.048 -3.421 -2.728
C 0.925 -2.462 -1.783
C -0.332 -1.933 -1.164
O -0.626 -2.323 -0.008
O -0.796 -0.853 -1.627
C 2.078 -1.797 -1.251
O 1.984 -0.901 -0.381
C 3.352 -2.228 -1.803
C 4.536 -1.634 -1.337
C 5.729 -2.025 -1.855
F 6.879 -1.496 -1.392
C 5.816 -3.004 -2.864
C 4.660 -3.591 -3.323
C 3.406 -3.226 -2.791
N 7.106 -3.343 -3.344
C 7.757 -2.288 -4.128
C 9.158 -2.766 -4.522
N 9.581 -3.796 -3.516
C 8.760 -5.054 -3.668
C 7.306 -4.649 -3.944
H 2.362 -4.959 -6.458
H 3.219 -3.566 -5.790
H 1.459 -3.561 -5.875
H 3.055 -5.526 -4.125
H 1.324 -5.393 -4.205
H 0.184 -3.927 -3.138
H 4.473 -0.888 -0.558
H 4.726 -4.322 -4.114
H 7.821 -1.388 -3.520
H 7.197 -2.047 -5.040
H 9.884 -1.958 -4.529
H 9.176 -3.262 -5.491
H 9.417 -3.419 -2.580
H 10.575 -4.007 -3.602
H 8.857 -5.605 -2.736
H 9.198 -5.634 -4.478
H 6.650 -5.378 -3.474
H 7.095 -4.659 -5.021
Te 1.314 -1.381 3.384
C 0.934 -0.400 5.208
C -0.253 0.304 5.398
C -0.501 0.948 6.601
C 0.440 0.894 7.620
C 1.624 0.195 7.435
C 1.873 -0.451 6.232
C 0.292 -3.174 3.786
C 0.987 -4.375 3.727
C 0.323 -5.567 3.987
C -1.024 -5.556 4.315
C -1.714 -4.353 4.382
C -1.060 -3.162 4.110
H -0.998 0.340 4.612
H -1.427 1.487 6.744
H 0.249 1.396 8.559
H 2.358 0.148 8.228
H 2.797 -0.997 6.095
H 2.044 -4.384 3.493
H 0.866 -6.502 3.945
H -1.537 -6.484 4.526
H -2.764 -4.344 4.644
H -1.602 -2.226 4.168
C -2.796 2.043 -1.254
N -3.280 3.127 -2.089
C -2.243 3.463 -3.067
N -0.993 3.872 -2.412
C -0.543 2.781 -1.572
N -1.542 2.408 -0.535
C -1.826 3.626 0.268
N -2.298 4.726 -0.551
C -3.519 4.300 -1.244
C -1.278 5.031 -1.558
H -2.596 1.164 -1.870
H -3.561 1.792 -0.515
H -2.596 4.280 -3.696
H -2.048 2.593 -3.697
H 0.387 3.075 -1.071
H -0.350 1.902 -2.194
H -0.910 3.931 0.782
H -2.585 3.383 1.015
H -3.878 5.121 -1.866
H -4.287 4.062 -0.506
H -0.360 5.343 -1.057
H -1.629 5.853 -2.181
```

Values from the calculation:
- net charge = +2
- gap between HOMO and LUMO (hartree) = 0.2800
- LUMO level (eV) = -4.589
- energy above the lowest of the compared OMol25 structures with the same formula, charge and spin (kcal per mole) = 0.9
- E_tot (Ha) = -2321.59815
- E_HOMO (hartree) = -0.449

DFT (ωB97M-V/def2-TZVPD) results for a molecular structure, C34H40F4IN3OPSTeTi.

Structure (XYZ):
```
87
Properties=species:S:1:pos:R:3
Ti -0.680 -0.379 0.012
C 1.391 1.308 -3.056
N 0.968 1.659 -1.715
C 0.729 3.085 -1.587
C 1.939 1.259 -0.712
C 2.357 -0.204 -0.732
N 1.246 -1.143 -0.799
C 1.558 -2.401 -1.137
C 0.512 -3.282 -1.541
F -0.750 -2.785 -1.582
C 0.701 -4.591 -1.894
F -0.374 -5.322 -2.262
C 1.956 -5.179 -1.896
C 2.996 -4.359 -1.503
F 4.243 -4.872 -1.445
C 2.827 -3.040 -1.129
F 3.926 -2.398 -0.661
H 2.360 1.770 -3.321
H 1.488 0.226 -3.142
H 0.649 1.643 -3.782
H 1.652 3.668 -1.762
H -0.020 3.419 -2.303
H 0.361 3.310 -0.587
H 2.874 1.848 -0.807
H 1.515 1.533 0.256
H 3.043 -0.367 -1.572
H 2.961 -0.340 0.177
H 2.110 -6.207 -2.182
I 0.838 -0.229 2.596
C 1.157 1.846 2.723
C 2.321 2.164 3.375
C 2.675 3.503 3.618
C 1.826 4.493 3.227
C 0.610 4.199 2.555
C -0.250 5.269 2.220
C -1.437 5.005 1.589
C -1.785 3.706 1.222
C -0.957 2.614 1.485
C 0.264 2.854 2.240
H 2.980 1.379 3.721
H 3.605 3.725 4.125
H 2.057 5.534 3.422
H 0.050 6.277 2.478
H -2.113 5.813 1.335
H -2.683 3.533 0.646
C 0.192 -3.893 1.984
C -1.211 -4.014 1.392
P -1.998 -2.367 1.132
C -2.536 -1.921 2.836
C -3.713 -2.669 3.449
C -3.497 -2.795 0.158
C -4.309 -4.050 0.467
H 0.753 -4.822 1.867
H 0.158 -3.663 3.051
H 0.762 -3.106 1.486
H -1.842 -4.638 2.031
H -1.170 -4.506 0.416
H -2.733 -0.845 2.829
H -1.641 -2.044 3.454
H -4.642 -2.413 2.941
H -3.833 -2.406 4.502
H -3.590 -3.753 3.393
H -3.106 -2.869 -0.862
H -4.125 -1.900 0.147
H -3.673 -4.914 0.667
H -4.933 -4.304 -0.392
H -4.969 -3.922 1.322
C -2.268 1.674 -3.464
Te -2.378 -0.137 -2.362
C -1.356 -0.925 -4.103
C -1.696 0.012 -5.229
C -1.591 -0.359 -6.566
C -1.925 0.526 -7.579
C -2.370 1.801 -7.261
C -2.480 2.180 -5.932
C -2.148 1.298 -4.910
H -1.397 2.222 -3.118
H -3.154 2.255 -3.225
H -1.688 -1.943 -4.305
H -0.281 -0.946 -3.916
H -1.249 -1.358 -6.811
H -1.845 0.219 -8.615
H -2.641 2.497 -8.046
H -2.838 3.171 -5.679
O -3.267 1.624 -0.718
S -2.852 0.963 0.633
N -1.251 1.367 1.028
```

Values from the calculation:
- net charge = -1
- gap between HOMO and LUMO (spin up / spin down) (hartree) = 0.1974 / 0.2325
- LUMO level (spin up / spin down) (eV) = 2.325 / 2.324
- multiplicity = 3
- energy above the lowest of the compared OMol25 structures with the same formula, charge and spin (kcal per mole) = 0.0
- E_tot (Ha) = -4113.35063
- E_HOMO (spin up / spin down) (hartree) = -0.112 / -0.147

DFT (ωB97M-V/def2-TZVPD) results for a molecular structure, C34H40HfN2P3S.

Structure (XYZ):
```
81
Properties=species:S:1:pos:R:3
Hf 0.228 0.761 0.622
C 5.848 2.687 0.020
C 5.486 2.742 -1.318
C 4.351 2.074 -1.766
C 3.568 1.364 -0.863
C 3.945 1.296 0.483
C 5.081 1.953 0.922
P 2.088 0.410 -1.301
C 1.680 0.604 -3.050
C 1.443 1.875 -3.582
C 1.073 2.023 -4.908
C 0.924 0.903 -5.717
C 1.149 -0.362 -5.195
C 1.523 -0.516 -3.867
C 2.513 -1.305 -0.966
C 3.461 -1.952 -1.725
C 3.851 -3.264 -1.410
C 3.296 -3.894 -0.330
C 2.336 -3.246 0.485
C 1.781 -3.898 1.616
C 0.888 -3.255 2.426
C 0.510 -1.931 2.128
C 0.966 -1.254 1.011
C 1.923 -1.926 0.174
H 6.746 3.188 0.356
H 6.102 3.284 -2.023
H 4.103 2.090 -2.820
H 3.384 0.672 1.180
H 5.396 1.860 1.954
H 1.558 2.762 -2.971
H 0.912 3.013 -5.315
H 0.642 1.020 -6.755
H 1.050 -1.235 -5.826
H 1.725 -1.509 -3.484
H 3.921 -1.451 -2.570
H 4.593 -3.763 -2.017
H 3.592 -4.904 -0.076
H 2.089 -4.913 1.834
H 0.485 -3.748 3.301
H -0.187 -1.457 2.818
C -2.701 3.575 0.827
P -2.067 2.102 -0.014
C -1.347 2.677 -1.599
C -3.508 1.128 -0.571
C -3.030 -0.074 -1.394
P -1.628 -0.903 -0.548
C -2.480 -1.736 0.834
C -1.126 -2.244 -1.654
H -3.384 4.126 0.180
H -1.874 4.225 1.114
H -3.233 3.275 1.730
H -1.887 3.554 -1.961
H -1.407 1.901 -2.363
H -0.295 2.946 -1.495
H -4.172 1.770 -1.153
H -4.065 0.805 0.312
H -2.722 0.225 -2.397
H -3.835 -0.801 -1.517
H -3.389 -2.203 0.453
H -2.755 -1.033 1.623
H -1.837 -2.505 1.257
H -1.991 -2.860 -1.903
H -0.375 -2.862 -1.161
H -0.710 -1.829 -2.571
C 3.434 5.420 3.974
C 2.687 4.637 2.960
C 2.608 4.964 1.624
C 1.865 4.171 0.757
N 1.209 3.067 1.193
C 1.298 2.759 2.492
S 0.523 1.369 3.107
N 2.016 3.528 3.346
C 1.762 4.547 -0.678
H 2.984 6.410 4.074
H 4.461 5.570 3.641
H 3.440 4.940 4.951
H 3.114 5.845 1.256
H 2.042 3.245 4.321
H 2.296 5.471 -0.879
H 0.719 4.684 -0.963
H 2.203 3.758 -1.285
```

Values from the calculation:
- net charge = +3
- gap between HOMO and LUMO (hartree) = 0.2383
- LUMO level (eV) = -9.135
- energy above the lowest of the compared OMol25 structures with the same formula, charge and spin (kcal per mole) = 0.0
- E_tot (Ha) = -2898.60913
- E_HOMO (hartree) = -0.574

DFT (ωB97M-V/def2-TZVPD) results for a molecular structure, C34H40N4O8PReS3.

Structure (XYZ):
```
91
Properties=species:S:1:pos:R:3
Re -1.384 0.038 0.156
O -4.498 0.512 3.658
C -3.519 0.971 2.877
O -3.680 1.754 1.981
C -2.168 0.459 3.283
C -1.874 0.309 4.625
C -0.555 0.134 5.019
C 0.432 0.169 4.057
C 0.055 0.272 2.731
N -1.219 0.364 2.335
C 1.077 0.396 1.632
O 2.250 0.505 1.867
O 0.542 0.458 0.426
H -5.326 0.929 3.371
H -2.676 0.372 5.346
H -0.307 0.018 6.065
H 1.485 0.110 4.289
S -1.023 -0.233 -2.175
C -0.817 1.356 -2.699
N -0.672 1.673 -3.967
C -0.312 3.037 -4.353
C 0.633 3.592 -3.324
N -0.017 3.520 -2.009
C 0.326 4.609 -1.069
C 1.821 4.654 -0.881
C 2.467 3.552 -0.328
C 3.840 3.567 -0.149
C 4.575 4.686 -0.525
C 3.935 5.786 -1.077
C 2.557 5.769 -1.258
C -0.755 2.484 -1.694
S -1.639 2.397 -0.235
C -0.764 0.692 -5.066
C 0.591 0.448 -5.682
C 1.615 -0.113 -4.921
C 2.866 -0.313 -5.481
C 3.102 0.040 -6.804
C 2.086 0.593 -7.566
C 0.833 0.801 -7.003
H -1.214 3.648 -4.442
H 0.179 2.989 -5.323
H 0.861 4.637 -3.526
H 1.572 3.035 -3.303
H -0.191 4.416 -0.135
H -0.053 5.542 -1.486
H 1.902 2.673 -0.035
H 4.328 2.708 0.292
H 5.647 4.701 -0.383
H 4.505 6.659 -1.366
H 2.056 6.633 -1.682
H -1.452 1.107 -5.804
H -1.203 -0.220 -4.670
H 1.431 -0.406 -3.893
H 3.657 -0.755 -4.888
H 4.079 -0.124 -7.241
H 2.264 0.864 -8.598
H 0.036 1.229 -7.602
S -5.969 -0.800 -0.184
C -4.432 -0.539 -0.076
N -3.254 -0.335 0.009
C -3.678 -4.365 1.927
C -2.962 -3.545 2.991
C -2.145 -4.413 3.934
C -3.954 -2.694 3.760
O -2.077 -2.554 2.349
P -0.850 -2.951 1.418
O -0.827 -4.323 0.908
O -0.896 -1.876 0.272
O 0.393 -2.517 2.310
C 1.715 -3.166 2.267
C 1.614 -4.583 2.811
C 2.572 -2.308 3.180
C 2.237 -3.145 0.839
H -4.508 -4.905 2.387
H -3.006 -5.077 1.453
H -4.088 -3.705 1.161
H -2.807 -5.112 4.448
H -1.645 -3.796 4.683
H -1.403 -4.989 3.383
H -4.636 -3.339 4.315
H -4.542 -2.082 3.076
H -3.438 -2.044 4.469
H 1.124 -4.577 3.787
H 2.621 -4.982 2.937
H 1.053 -5.230 2.140
H 2.161 -2.308 4.192
H 2.633 -1.284 2.809
H 3.583 -2.715 3.220
H 1.547 -3.660 0.172
H 3.197 -3.662 0.795
H 2.380 -2.120 0.490
```

Values from the calculation:
- net charge = +1
- gap between HOMO and LUMO (spin up / spin down) (hartree) = 0.2307 / 0.2409
- LUMO level (spin up / spin down) (eV) = -4.417 / -4.365
- multiplicity = 2
- energy above the lowest of the compared OMol25 structures with the same formula, charge and spin (kcal per mole) = 0.0
- E_tot (Ha) = -3754.82799
- E_HOMO (spin up / spin down) (hartree) = -0.393 / -0.401

DFT (ωB97M-V/def2-TZVPD) results for a molecular structure, C34H41BCoN9 at a distorted geometry.

Structure (XYZ):
```
86
Properties=species:S:1:pos:R:3
Co -0.589 -0.025 0.115
N -2.140 -1.427 -0.438
C -3.185 -1.625 0.592
C -2.661 -1.260 1.975
N -1.885 -0.018 1.943
C -2.639 1.236 1.941
C -3.135 1.566 0.544
N -2.073 1.336 -0.467
H -1.601 -2.279 -0.527
H -2.563 -1.290 -1.348
H -4.046 -1.018 0.339
H -3.522 -2.660 0.611
H -3.499 -1.204 2.674
H -1.992 -2.048 2.319
H -1.263 -0.015 2.741
H -3.484 1.213 2.635
H -1.960 2.022 2.268
H -3.997 0.960 0.292
H -3.461 2.604 0.524
H -2.482 1.175 -1.379
H -1.529 2.185 -0.570
C 2.675 2.204 3.859
C 1.660 2.337 2.767
C 0.980 3.452 2.329
C 0.232 3.015 1.220
N 0.384 1.703 1.048
N 1.286 1.309 1.976
B 2.085 0.032 1.642
N 2.386 0.020 0.094
N 1.384 -0.006 -0.837
C 1.962 -0.020 -2.029
C 3.363 -0.005 -1.882
C 3.592 0.016 -0.524
C 4.896 0.034 0.214
C 1.179 -0.046 -3.292
C 1.845 -0.050 -4.515
C 1.141 -0.072 -5.712
C -0.248 -0.093 -5.710
C -0.925 -0.091 -4.499
C -0.217 -0.068 -3.305
N 1.274 -1.244 1.960
N 0.368 -1.638 1.028
C 0.221 -2.953 1.186
C 0.970 -3.392 2.288
C 1.648 -2.279 2.737
C 2.657 -2.155 3.834
C -0.484 -3.806 0.208
C -0.171 -3.683 -1.148
C -0.800 -4.490 -2.086
C -1.734 -5.435 -1.677
C -2.035 -5.575 -0.327
C -1.408 -4.766 0.614
C -0.490 3.867 0.251
C -1.415 4.822 0.670
C -2.059 5.628 -0.262
C -1.778 5.490 -1.616
C -0.846 4.550 -2.039
C -0.198 3.746 -1.110
H 2.663 3.098 4.478
H 3.682 2.087 3.451
H 2.474 1.339 4.493
H 1.066 4.463 2.703
H 3.106 0.027 2.275
H 4.120 -0.015 -2.655
H 5.718 0.033 -0.500
H 5.001 -0.841 0.860
H 4.988 0.923 0.842
H 2.929 -0.034 -4.537
H 1.681 -0.074 -6.651
H -0.797 -0.109 -6.644
H -2.010 -0.109 -4.489
H -0.749 -0.071 -2.371
H 1.063 -4.407 2.651
H 2.641 -3.053 4.445
H 2.450 -1.295 4.475
H 3.665 -2.032 3.434
H 0.567 -2.946 -1.456
H -0.550 -4.388 -3.137
H -2.218 -6.072 -2.409
H -2.758 -6.316 -0.004
H -1.641 -4.873 1.670
H -1.634 4.927 1.729
H -2.781 6.366 0.071
H -2.275 6.125 -2.340
H -0.611 4.450 -3.092
H 0.539 3.013 -1.429
```

Values from the calculation:
- net charge = +1
- gap between HOMO and LUMO (spin up / spin down) (hartree) = 0.3186 / 0.3203
- LUMO level (spin up / spin down) (eV) = -1.990 / -1.939
- multiplicity = 2
- E_tot (Ha) = -3220.60844
- E_HOMO (spin up / spin down) (hartree) = -0.392 / -0.392